# C25H31FN5O2PtS2

C25H31FN5O2PtS2 as an isolated structure (ωB97M-V/def2-TZVPD, OMol25).

The geometry in XYZ format:
```
67
Properties=species:S:1:pos:R:3
Pt 0.291 -0.496 -0.186
C -2.775 -1.569 -0.554
N -1.371 -1.839 -0.769
C -0.927 -3.107 -1.032
C 0.426 -3.339 -0.786
C 1.248 -4.539 -0.913
C 2.508 -4.190 -0.524
C 2.472 -2.818 -0.155
N 1.215 -2.316 -0.309
C -3.002 -0.736 0.688
C -3.823 0.383 0.653
C -4.043 1.138 1.800
C -3.440 0.774 2.996
C -2.613 -0.343 3.035
C -2.389 -1.088 1.886
H -3.333 -2.506 -0.477
H -3.168 -1.021 -1.416
H -1.603 -3.881 -1.371
H 0.904 -5.499 -1.266
H 3.383 -4.822 -0.505
H 3.287 -2.195 0.189
H -4.299 0.666 -0.281
H -4.692 2.005 1.759
H -3.625 1.349 3.895
H -2.165 -0.648 3.975
H -1.758 -1.971 1.921
C 2.395 3.156 -1.400
O 2.015 1.846 -0.978
H 2.526 3.191 -2.483
H 3.321 3.475 -0.916
H 1.590 3.828 -1.109
C 1.595 -1.816 3.148
S 1.851 -0.050 3.114
C 0.942 0.338 4.605
O 0.978 0.448 1.970
H 1.945 -2.208 4.104
H 2.161 -2.259 2.331
H 0.528 -1.993 3.006
H 1.607 0.211 5.460
H 0.064 -0.303 4.687
H 0.639 1.381 4.525
C -4.348 2.547 -3.084
C -2.840 2.407 -3.319
C -2.074 2.232 -2.048
N -1.399 1.189 -1.740
N -0.804 1.267 -0.491
C -1.037 2.398 0.127
N -0.555 2.694 1.339
S -2.045 3.453 -0.791
H -4.863 2.708 -4.031
H -4.572 3.396 -2.434
H -4.756 1.647 -2.623
H -2.466 3.285 -3.850
H -2.625 1.532 -3.931
H 0.107 2.037 1.743
H -0.715 3.594 1.751
F 5.614 -2.044 -2.311
C 4.742 -1.071 -1.995
C 5.007 -0.269 -0.903
C 4.092 0.719 -0.564
C 2.938 0.880 -1.316
C 2.698 0.073 -2.418
C 3.606 -0.917 -2.765
H 5.913 -0.426 -0.332
H 4.263 1.356 0.296
H 1.803 0.236 -3.007
H 3.448 -1.560 -3.621
```

As for the energy: -65597.9432 eV. For the relative energy (zero: lowest compared OMol25 entry of this formula, charge and spin), the calculation gives 0.000 eV. The HOMO energy (spin up / spin down) is -8.00 / -11.30 eV. Its charge is +1. The expectation value of S² is 6.018. Its spin multiplicity is 5.

Need the Mulliken charges? In units of e they are: 0.8004 -1.4380 -0.0769 -1.1207 1.1071 -1.2362 -0.9123 -0.9116 1.0165 0.3277 -0.2725 -0.7554 -0.7270 -0.6159 0.0149 0.5899 0.3565 0.4244 0.4759 0.4935 0.9261 0.4210 0.4320 0.4369 0.5974 0.4472 -0.9859 0.0013 0.3552 0.3456 0.2082 -0.5600 0.3268 -0.9311 -0.6315 0.5181 0.1143 0.0799 0.4371 0.1706 0.3554 -1.0846 -0.5853 0.3378 -0.7068 0.6942 0.0623 -0.1146 -0.2518 0.4029 0.3512 0.2259 0.3218 0.2809 0.2065 0.1811 -0.3740 0.2523 -0.7517 -0.1890 -0.1946 -0.0668 -0.4552 0.4585 0.4765 0.4204 0.4974